No. 1
15
Properties=species:S:1:pos:R:3 method="wB97M-V/def2-TZVPD" lumo_energy_ev=0.422 homo_ha=-0.3624
C -0.085 -1.298 1.565
C 0.586 -0.294 -1.443
C -0.375 -1.482 -0.855
N 1.226 0.992 1.816
N -0.192 -1.791 0.485
N 0.442 0.524 1.175
O -0.142 -1.180 2.726
O 2.142 1.411 2.423
Br -1.556 3.100 -0.149
H 0.505 0.478 -0.682
H 1.594 -0.683 -1.528
H 0.202 0.002 -2.343
H -1.395 -1.135 -1.125
H -0.177 -2.291 -1.470
H -2.775 3.645 -0.596

---

No. 2
93
Properties=species:S:1:pos:R:3 method="wB97M-V/def2-TZVPD" smiles="FC(F)C(F)(F)COC(F)(F)C(F)F.FC(F)C(F)(F)COC(F)(F)C(F)F.FC(F)C(F)(F)COC(F)(F)C(F)F.FC(F)C(F)(F)COC(F)(F)C(F)F.O=P(O)(O)[PH2](CCO)P(O)Cl" lumo_energy_ev=-0.483 homo_ha=-0.3162
O -5.454 5.205 -3.685
P -5.406 3.651 -3.396
O -4.831 2.693 -4.731
O -7.080 3.148 -3.081
P -4.338 3.251 -1.495
C -2.613 3.504 -2.307
C -1.982 1.998 -2.668
O -0.639 1.785 -2.106
P -3.417 2.622 0.429
O -3.534 0.883 0.505
Cl -4.701 3.403 1.934
H -4.114 2.045 -4.466
H -6.941 2.247 -2.619
H -4.920 4.444 -0.866
H -5.007 1.959 -1.495
H -1.856 3.956 -1.505
H -2.646 4.215 -3.243
H -1.947 1.873 -3.851
H -2.734 1.229 -2.167
H -0.219 1.084 -2.687
H -3.858 0.490 -0.360
C 5.616 1.074 -3.547
C 5.424 2.322 -2.671
C 4.952 2.041 -1.249
F 3.746 1.432 -1.216
F 4.809 3.203 -0.554
F 4.594 3.191 -3.308
F 6.637 2.956 -2.600
O 4.536 0.751 -4.427
C 3.479 -0.009 -3.843
C 2.149 0.752 -3.807
F 2.249 1.907 -3.102
F 1.178 0.014 -3.205
F 3.868 -0.450 -2.623
F 3.353 -1.121 -4.618
H 6.455 1.294 -4.219
H 5.951 0.203 -2.971
H 5.672 1.420 -0.707
H 1.814 1.002 -4.817
C -2.713 -2.976 3.772
C -2.892 -4.169 2.820
C -1.613 -4.939 2.508
F -0.685 -4.171 1.895
F -1.871 -5.971 1.659
F -3.506 -3.745 1.683
F -3.773 -5.032 3.416
O -2.599 -1.691 3.155
C -1.289 -1.339 2.714
C -1.197 -1.175 1.192
F -1.547 -2.314 0.542
F 0.074 -0.885 0.805
F -0.398 -2.235 3.202
F -1.000 -0.157 3.322
H -3.635 -2.911 4.362
H -1.925 -3.146 4.515
H -1.172 -5.362 3.416
H -1.855 -0.374 0.845
C -7.204 -0.951 3.794
C -6.571 -1.725 4.961
C -6.955 -3.198 5.038
F -8.283 -3.377 5.213
F -6.349 -3.795 6.100
F -6.844 -1.079 6.126
F -5.211 -1.647 4.806
O -8.373 -0.188 4.107
C -9.600 -0.916 4.090
C -10.270 -0.985 5.467
F -9.466 -1.575 6.388
F -11.411 -1.723 5.421
F -9.386 -2.137 3.544
F -10.409 -0.255 3.217
H -6.467 -0.200 3.484
H -7.347 -1.576 2.904
H -6.646 -3.737 4.136
H -10.520 0.014 5.831
C 11.508 0.302 -2.444
C 10.548 -0.659 -3.161
C 9.248 -0.025 -3.646
F 8.509 0.477 -2.632
F 8.466 -0.950 -4.264
F 10.308 -1.732 -2.361
F 11.213 -1.154 -4.253
O 11.466 0.281 -1.014
C 10.454 1.094 -0.421
C 9.410 0.276 0.348
F 8.784 -0.622 -0.454
F 8.439 1.079 0.860
F 9.907 1.889 -1.371
F 11.106 1.929 0.433
H 12.523 -0.035 -2.688
H 11.457 1.323 -2.842
H 9.442 0.777 -4.366
H 9.872 -0.274 1.171

---

No. 3
8
Properties=species:S:1:pos:R:3 method="wB97M-V/def2-TZVPD" smiles="N=C=O.N" lumo_energy_ev=0.405 homo_ha=-0.3621
C -2.088 -0.076 0.082
N -3.234 0.235 0.137
N 1.555 -0.436 0.317
O -1.019 -0.407 -0.263
H 1.214 0.367 0.872
H -3.586 1.024 0.627
H 0.683 -0.910 0.095
H 1.741 0.022 -0.678

---

No. 4
118
Properties=species:S:1:pos:R:3 method="wB97M-V/def2-TZVPD" lumo_energy_ev=-1.084 homo_ha=-0.2988
C 3.545 -1.830 -0.157
C 2.979 -1.022 -1.191
C 1.945 -0.190 -2.136
Si 1.006 1.273 -1.335
O 0.330 1.042 0.238
Si 1.410 0.949 1.570
Cl 0.370 1.624 3.362
P 3.312 1.988 1.479
O 4.640 1.001 0.917
Br 3.891 2.470 3.670
P 2.068 3.228 -1.619
O 1.713 3.872 -3.214
I 0.984 4.757 -0.032
C -0.572 1.500 -2.502
F -0.084 1.556 -3.910
F -1.329 2.745 -2.100
F -1.462 0.314 -2.338
H 3.961 -2.429 0.787
H 2.591 0.265 -3.031
H 1.154 -0.894 -2.658
H 1.696 -0.486 1.825
H 4.731 1.052 -0.091
H 1.014 4.602 -3.108
C -1.057 -2.942 1.683
Cl 0.288 -2.169 0.837
Cl -2.457 -1.866 1.771
H -1.340 -3.851 1.146
H -0.740 -3.197 2.698
C -1.121 0.323 6.301
Cl -2.075 -0.083 7.733
Cl -0.652 -1.133 5.416
H -1.718 0.962 5.645
H -0.220 0.856 6.614
C 3.457 -0.733 6.593
Cl 1.964 0.021 7.163
Cl 3.408 -1.001 4.846
H 4.299 -0.078 6.829
H 3.585 -1.694 7.097
C 3.730 7.049 -3.572
Cl 3.500 6.120 -2.085
Cl 2.781 6.369 -4.900
H 3.414 8.080 -3.400
H 4.788 7.028 -3.844
C 2.838 -5.877 0.605
Cl 2.690 -4.169 0.173
Cl 1.698 -6.311 1.884
H 2.632 -6.487 -0.278
H 3.856 -6.068 0.955
C -4.433 -4.781 -0.528
Cl -6.035 -5.003 0.184
Cl -3.160 -5.170 0.636
H -4.335 -5.438 -1.395
H -4.323 -3.739 -0.840
C -4.652 0.906 2.088
Cl -4.152 1.289 3.740
Cl -6.271 1.532 1.752
H -3.944 1.356 1.389
H -4.657 -0.180 1.961
C 4.665 5.978 1.930
Cl 3.711 5.572 3.362
Cl 5.134 4.522 1.045
H 4.068 6.616 1.275
H 5.567 6.511 2.243
C 0.748 5.829 5.617
Cl -0.783 4.982 5.366
Cl 2.028 4.704 6.087
H 1.035 6.327 4.688
H 0.618 6.571 6.408
C -9.439 -3.063 -0.337
Cl -8.272 -1.845 0.193
Cl -11.042 -2.354 -0.560
H -9.103 -3.489 -1.286
H -9.500 -3.850 0.419
C 0.494 7.616 9.009
Cl 0.464 8.656 7.580
Cl 0.035 8.516 10.460
H -0.209 6.792 8.864
H 1.504 7.221 9.140
C -3.410 -7.840 -3.131
Cl -2.244 -6.622 -2.602
Cl -5.014 -7.131 -3.355
H -3.074 -8.266 -4.080
H -3.471 -8.627 -2.375
C 3.023 -0.741 -6.180
Cl 4.028 -0.983 -4.745
Cl 3.830 -1.348 -7.631
H 2.079 -1.276 -6.048
H 2.828 0.327 -6.301
C 1.239 -7.133 -4.446
Cl 1.976 -7.411 -2.863
Cl 2.099 -5.871 -5.336
H 1.273 -8.061 -5.022
H 0.200 -6.824 -4.305
C 7.094 -2.890 -4.790
Cl 6.140 -3.295 -3.358
Cl 7.563 -4.346 -5.675
H 6.497 -2.251 -5.446
H 7.995 -2.357 -4.478
C 8.045 8.286 2.111
Cl 7.815 7.358 3.598
Cl 7.096 7.607 0.783
H 7.729 9.318 2.283
H 9.103 8.266 1.839
C -9.834 3.148 1.657
Cl -9.566 1.492 1.101
Cl -8.873 4.298 0.719
H -10.892 3.395 1.545
H -9.548 3.221 2.709
C 5.005 -3.848 -10.325
Cl 3.916 -4.406 -9.049
Cl 5.458 -2.157 -10.081
H 5.908 -4.463 -10.316
H 4.501 -3.946 -11.290
C -13.906 -4.611 -1.630
Cl -14.860 -5.017 -0.198
Cl -13.437 -6.067 -2.515
H -14.503 -3.973 -2.286
H -13.005 -4.079 -1.317

---

No. 5
28
Properties=species:S:1:pos:R:3 method="wB97M-V/def2-TZVPD" s2=3.76 charge=+3 spin_multiplicity=4 lumo_energy_ev="-14.552 / -13.091" homo_ha="-0.8241 / -0.8233"
Cr -11.658 -17.752 13.625
O -9.448 -18.688 12.759
H -9.443 -19.091 11.891
H -8.545 -18.768 13.066
O -10.281 -17.626 15.247
H -10.087 -16.997 15.942
H -9.784 -18.408 15.485
O -11.512 -19.816 13.755
H -12.031 -20.517 14.150
H -10.720 -20.253 13.441
O -11.806 -18.114 11.606
H -11.692 -17.490 10.889
H -11.871 -18.966 11.174
O -12.643 -18.696 16.081
H -13.398 -19.275 16.178
H -12.431 -18.426 16.975
O -13.718 -18.384 13.594
H -14.434 -18.431 14.227
H -14.100 -18.702 12.776
O -10.444 -16.084 12.956
H -10.543 -15.414 12.280
H -9.671 -15.814 13.452
O -12.476 -16.192 14.791
H -13.068 -16.268 15.540
H -12.255 -15.261 14.752
O -13.198 -15.787 12.145
H -13.765 -15.905 11.383
H -13.725 -15.278 12.760

---

No. 6
126
Properties=species:S:1:pos:R:3 method="wB97M-V/def2-TZVPD" smiles="COC(=O)OC.COC(=O)OC.COC(=O)OC.COC(=O)OC.C1CCOC1.C1CCOC1.C1CCOC1.C1CCOC1.C1CCOC1.C1CCOC1" lumo_energy_ev=0.538 homo_ha=-0.3290
C 0.006 -7.388 -2.968
C -1.307 -6.719 -2.534
C -0.868 -5.381 -1.913
O 0.493 -5.210 -2.262
C 1.100 -6.493 -2.371
H 0.088 -7.209 -4.042
H 0.090 -8.458 -2.792
H -1.980 -7.220 -1.842
H -1.798 -6.540 -3.489
H -1.010 -5.297 -0.828
H -1.543 -4.595 -2.263
H 1.417 -6.866 -1.390
H 1.939 -6.346 -3.047
C -2.520 7.707 -2.335
C -2.431 8.081 -0.875
C -1.436 7.059 -0.343
O -1.934 5.868 -1.007
C -2.600 6.214 -2.229
H -1.669 8.108 -2.894
H -3.339 8.193 -2.873
H -3.405 7.979 -0.398
H -2.086 9.114 -0.777
H -1.466 7.096 0.747
H -0.394 7.175 -0.654
H -3.616 5.808 -2.240
H -2.104 5.709 -3.065
C 2.918 -2.422 -3.697
C 3.302 -1.135 -3.010
C 4.480 -1.586 -2.175
O 4.341 -3.004 -1.955
C 3.209 -3.515 -2.673
H 3.303 -2.481 -4.718
H 1.849 -2.416 -3.955
H 2.542 -0.701 -2.354
H 3.641 -0.322 -3.652
H 4.671 -1.112 -1.212
H 5.408 -1.462 -2.748
H 2.399 -3.603 -1.947
H 3.452 -4.463 -3.151
C 3.096 -1.107 2.188
C 3.814 -2.418 1.776
C 5.328 -2.013 1.873
O 5.373 -0.878 2.717
C 4.232 -0.119 2.441
H 2.568 -1.235 3.135
H 2.346 -0.741 1.487
H 3.672 -2.755 0.753
H 3.728 -3.097 2.622
H 5.631 -1.690 0.868
H 6.018 -2.794 2.176
H 4.387 0.575 1.597
H 4.006 0.623 3.211
C 0.068 4.543 2.711
C -0.206 3.967 1.346
C 0.730 2.812 1.257
O 1.880 3.195 2.064
C 1.597 4.416 2.810
H -0.437 4.014 3.521
H -0.150 5.599 2.891
H -0.049 4.764 0.616
H -1.258 3.677 1.301
H 1.034 2.596 0.233
H 0.338 1.960 1.818
H 2.100 5.277 2.368
H 1.957 4.204 3.815
C -1.559 -4.451 4.007
C -0.128 -4.908 3.636
C 0.239 -4.197 2.330
O -0.819 -3.277 2.117
C -1.985 -3.798 2.696
H -1.488 -3.752 4.846
H -2.239 -5.196 4.419
H -0.137 -5.990 3.475
H 0.541 -4.735 4.478
H 0.278 -4.739 1.369
H 1.244 -3.766 2.280
H -2.234 -4.597 1.970
H -2.903 -3.215 2.743
C -0.111 -1.498 -0.538
O -1.042 -0.445 -0.315
C -0.953 0.566 -1.182
O -0.069 0.747 -1.967
O -1.971 1.356 -0.976
C -1.976 2.645 -1.563
H 0.498 -1.543 0.364
H 0.511 -1.286 -1.407
H -0.530 -2.489 -0.717
H -1.032 3.119 -1.288
H -2.781 3.233 -1.135
H -2.030 2.668 -2.652
C 2.786 2.195 -1.331
O 4.134 1.905 -1.673
C 4.673 2.484 -2.714
O 4.265 3.420 -3.342
O 5.830 1.839 -2.974
C 6.458 2.038 -4.239
H 2.628 3.269 -1.248
H 2.646 1.750 -0.345
H 2.022 1.722 -1.949
H 5.793 1.814 -5.074
H 7.215 1.259 -4.300
H 6.858 3.047 -4.248
C -4.144 -2.955 0.085
O -4.624 -4.090 0.814
C -4.533 -5.272 0.209
O -3.873 -5.524 -0.759
O -5.226 -6.131 0.948
C -5.280 -7.468 0.459
H -4.724 -2.069 0.323
H -4.399 -3.103 -0.972
H -3.056 -2.985 0.123
H -4.346 -7.816 0.023
H -6.057 -7.609 -0.294
H -5.540 -8.072 1.326
C -5.094 5.241 1.067
O -5.206 5.332 2.473
C -4.250 5.923 3.169
O -3.132 6.183 2.768
O -4.627 5.988 4.433
C -3.713 6.400 5.461
H -6.049 4.979 0.624
H -4.274 4.561 0.828
H -4.808 6.179 0.579
H -3.095 5.542 5.704
H -4.357 6.746 6.266
H -3.173 7.286 5.131

---

No. 7
48
Properties=species:S:1:pos:R:3 method="wB97M-V/def2-TZVPD" smiles="C=CC[C@@]1(C[C@@H](C)O)C(=O)NC(=O)N(c2ccc(N(C)C)cc2)C1=O" lumo_energy_ev=0.697 homo_ha=-0.2875
O 0.068 -1.889 2.346
O 4.020 -1.764 0.936
O 0.711 0.070 -1.590
O 3.564 -3.201 -1.383
C 0.701 -1.256 1.577
C 2.910 -1.352 0.793
C 1.102 -0.315 -0.492
C 2.169 2.512 1.743
C 2.976 1.452 1.321
C -2.180 -0.984 0.706
C -1.313 1.270 0.264
C -3.426 -0.449 0.733
C -2.601 1.799 0.350
C -1.098 -0.095 0.452
C -3.714 0.935 0.573
N 1.954 -1.828 1.527
N 0.265 -0.520 0.574
N -5.015 1.491 0.781
C -6.218 0.886 0.171
C -5.179 2.818 1.585
C 3.253 -2.651 -3.645
C 3.169 1.016 -0.065
C 3.308 -0.923 -1.722
C 2.884 -2.292 -2.246
C 2.640 -0.425 -0.358
H 4.513 -3.130 -1.333
H 1.601 3.012 0.886
H 2.011 2.790 2.811
H 3.603 1.068 2.146
H -1.948 -2.038 0.886
H -0.485 1.946 0.084
H -4.320 -1.027 1.011
H -2.825 2.870 0.313
H 2.202 -2.385 2.369
H -6.067 0.502 -0.908
H -6.588 0.118 0.852
H -6.994 1.531 -0.004
H -5.998 2.669 2.327
H -4.279 3.204 1.995
H -5.583 3.466 0.859
H 3.016 -3.688 -3.866
H 4.370 -2.511 -3.783
H 2.750 -1.977 -4.349
H 4.174 1.162 -0.372
H 2.523 1.534 -0.781
H 4.403 -0.957 -1.650
H 3.141 -0.099 -2.423
H 1.829 -2.368 -1.999

---

No. 8
23
Properties=species:S:1:pos:R:3 method="wB97M-V/def2-TZVPD" smiles="CN(C=O)CC=O.O.O.O" lumo_energy_ev=0.412 homo_ha=-0.3364
C -0.877 1.084 -2.003
N -0.229 0.187 -1.233
C 0.893 0.651 -0.438
C -0.802 -1.064 -0.854
C -1.840 -0.977 0.309
O -1.567 -1.407 1.399
O -1.769 0.830 -2.793
H -0.525 2.153 -1.949
H 0.858 0.118 0.517
H 1.769 0.407 -0.975
H 0.872 1.739 -0.234
H -0.129 -1.922 -0.533
H -1.517 -1.522 -1.645
H -2.827 -0.722 -0.059
H 4.485 -0.300 0.284
H 3.112 -0.854 0.802
O 3.775 -0.170 0.908
H -2.374 3.086 0.101
H -1.592 3.501 1.269
O -1.506 2.864 0.506
H -0.027 -2.021 2.157
H 0.955 -3.262 2.390
O 0.864 -2.398 2.075

---

| no. | DFT total energy (hartree) |
| --- | --- |
| 1 | -3006.54656 |
| 2 | -6210.95547 |
| 3 | -225.23812 |
| 4 | -23508.83927 |
| 5 | -1731.37240 |
| 6 | -2769.05039 |
| 7 | -1164.84911 |
| 8 | -591.12409 |